Record 1
This record from the OMol25 dataset describes the ion C10H17N2O2 with charge -1 in a non-equilibrium geometry. The level of theory is wB97M-V/def2-TZVPD.

## Properties
E_HOMO (spin up / spin down): -1.62 / -3.95 eV
Max |F|: 1.34 eV/Å
HOMO-LUMO gap (spin up / spin down): 4.67 / 7.01 eV
Energy: -651.09181 Ha

```
! RIJCOSX wB97M-V def2-TZVPD def2/J DEFGRID3
* xyz -1 1
C 1.416 0.032 1.447
C 0.152 0.844 1.769
C 1.017 -2.075 0.113
C 1.243 -0.546 0.029
C -0.129 -2.505 0.954
C -0.666 0.829 0.523
C 0.110 0.288 -0.630
C -2.125 1.114 0.516
C -0.747 -0.481 -1.637
C 0.788 1.453 -1.403
N 0.058 -2.801 2.210
N -0.964 -3.250 2.932
O -2.084 -3.457 2.418
O -0.724 -3.469 4.135
H 2.311 0.655 1.503
H 1.522 -0.785 2.155
H -0.393 0.409 2.616
H 0.421 1.871 2.076
H 0.907 -2.480 -0.897
H 1.930 -2.491 0.549
H 2.168 -0.416 -0.547
H -1.113 -2.610 0.502
H -2.395 1.708 1.390
H -2.738 0.202 0.542
H -2.426 1.673 -0.376
H -1.475 0.190 -2.090
H -1.288 -1.283 -1.149
H -0.129 -0.899 -2.430
H 1.362 1.075 -2.248
H 1.455 2.000 -0.742
H 0.034 2.141 -1.778
*
```

Calculated atomic charges, method natural (NBO), unit e: -0.4210 -0.4784 -0.4456 -0.1835 -0.0858 0.1429 -0.1033 -0.6785 -0.6123 -0.5951 -0.3781 0.5257 -0.5961 -0.5489 0.1878 0.2470 0.2268 0.1893 0.1922 0.2112 0.1847 0.1769 0.2106 0.2259 0.1966 0.1965 0.2245 0.1991 0.1943 0.2013 0.1933

=====

Record 2
This record from the OMol25 dataset describes the ion C10H17N2O3 with charge +1 in a non-equilibrium geometry. The level of theory is wB97M-V/def2-TZVPD.

## Properties
E_HOMO: -12.86 eV
Max |F|: 5.49 eV/Å
HOMO-LUMO gap: 7.85 eV
Energy: -726.08835 Ha
SMILES string: C#[N+][C@]1(O)CCN(C(=O)OC(C)(C)C)C1

```
! RIJCOSX wB97M-V def2-TZVPD def2/J DEFGRID3
* xyz 1 1
C 0.074 2.466 3.057
N 0.776 1.610 2.680
C 1.517 0.403 2.384
O 1.967 -0.165 3.492
C 2.956 1.015 1.392
C 2.687 0.347 0.037
N 1.315 -0.005 0.044
C 0.456 0.146 -1.018
O 0.762 0.550 -2.096
O -0.774 -0.262 -0.692
C -1.852 -0.658 -1.573
C -1.372 -1.636 -2.582
C -2.790 -1.361 -0.528
C -2.350 0.608 -2.173
C 0.878 -0.469 1.338
H -0.767 2.997 3.505
H 2.491 0.344 4.150
H 3.812 0.711 1.996
H 2.809 2.130 1.472
H 2.875 1.111 -0.771
H 3.528 -0.351 -0.291
H -0.832 -1.214 -3.432
H -0.597 -2.358 -2.196
H -2.211 -2.178 -3.187
H -3.015 -0.508 0.374
H -2.203 -2.229 -0.186
H -3.724 -1.538 -0.944
H -2.435 1.343 -1.333
H -1.662 0.874 -2.937
H -3.308 0.457 -2.758
H 1.272 -1.526 1.526
H -0.284 -0.654 1.251
*
```

Calculated atomic charges, method natural (NBO), unit e: 0.4257 -0.2059 0.3845 -0.6672 -0.3434 -0.2745 -0.4631 0.9149 -0.6066 -0.5751 0.2607 -0.6716 -0.5824 -0.6376 -0.2903 0.3128 0.5177 0.2295 0.2089 0.2613 0.2320 0.2417 0.2261 0.2442 0.1890 0.2208 0.2216 0.2130 0.2402 0.2277 0.2459 0.2996

=====

Record 3
This record from the OMol25 dataset describes a structure of composition C10H17N3O2 in a non-equilibrium geometry. The level of theory is wB97M-V/def2-TZVPD.

## Properties
E_HOMO: -7.65 eV
Max |F|: 14.95 eV/Å
HOMO-LUMO gap: 8.22 eV
Energy: -705.64738 Ha

```
! RIJCOSX wB97M-V def2-TZVPD def2/J DEFGRID3
* xyz 0 1
C -2.564 -2.015 1.172
C -3.683 -1.242 0.611
C -3.490 0.378 0.634
H -4.572 0.734 0.707
H -3.061 0.371 1.407
C -3.015 0.789 -0.525
N -1.685 0.325 -0.573
C -0.531 0.935 -0.183
C 0.531 0.230 -0.646
N 0.196 -0.721 -1.524
C -1.179 -0.309 -1.583
H -1.871 -0.948 -2.370
C 1.953 0.183 -0.166
O 2.226 1.240 0.879
O 2.819 -0.437 -0.778
C 4.101 -0.364 -0.060
C 4.434 -1.374 1.090
H 4.083 -2.292 0.896
H 5.550 -1.071 1.260
H 3.764 -0.806 1.984
H 4.353 0.708 -0.035
H 4.668 -0.568 -0.870
N -0.521 2.065 0.879
H -1.382 2.115 1.592
H 0.387 2.222 1.029
H -2.890 1.993 -0.522
H -3.498 0.394 -1.476
H -4.643 -1.332 1.227
H -4.176 -1.573 -0.290
H -2.304 -1.753 2.167
H -1.749 -1.752 0.385
H -2.871 -3.104 0.975
*
```

Calculated atomic charges, method natural (NBO), unit e: -0.6352 -0.3884 -0.4051 0.2067 0.1933 -0.1964 -0.3810 0.3421 -0.1018 -0.4126 0.1705 0.1908 0.7914 -0.7863 -0.4303 -0.0827 -0.6303 0.2145 0.2393 0.2345 0.2295 0.1733 -0.8534 0.3998 0.4189 0.2128 0.2293 0.1926 0.2049 0.2159 0.2196 0.2240

=====

Record 4
This record from the OMol25 dataset describes a cluster of 2 separate species, C10H17N3S in total in a non-equilibrium geometry. The level of theory is wB97M-V/def2-TZVPD.

## Properties
E_HOMO (spin up / spin down): -18.32 / -18.32 eV
Max |F|: 5.27 eV/Å
HOMO-LUMO gap (spin up / spin down): 6.55 / 6.55 eV
Energy: -952.90417 Ha

```
! RIJCOSX wB97M-V def2-TZVPD def2/J DEFGRID3
* xyz 2 1
C 3.166 -1.440 -0.950
C 0.133 0.937 -0.155
C 0.491 1.615 1.184
C -0.873 1.394 2.012
C -0.808 0.030 2.589
C -0.811 -1.199 1.662
C -0.061 -0.163 -2.778
C -1.037 0.966 -2.349
C 0.469 -1.293 0.759
C 0.052 -1.070 -1.579
N 3.394 -2.520 -1.276
N -0.553 1.473 -1.093
N 0.457 -0.405 -0.356
S 2.795 0.108 -0.453
H 1.322 0.961 1.575
H 0.798 2.702 1.075
H -1.007 2.193 2.773
H -1.808 1.516 1.395
H 0.029 -0.015 3.291
H -1.819 -0.097 3.208
H -0.994 -2.062 2.474
H -1.688 -1.235 1.043
H -0.351 -0.599 -3.780
H 1.010 0.235 -2.997
H -0.926 1.735 -3.211
H -2.082 0.710 -2.208
H 1.309 -1.114 1.535
H 0.463 -2.382 0.452
H -0.906 -1.532 -1.394
H 0.731 -1.841 -1.580
H -0.894 2.391 -0.868
*
```

Calculated atomic charges, method natural (NBO), unit e: -0.0908 0.6301 -0.4953 -0.3972 -0.4364 -0.4338 -0.4483 -0.2595 -0.3105 -0.2477 -0.0417 -0.4480 -0.2895 0.5796 0.2516 0.3011 0.2800 0.2185 0.2283 0.2665 0.3035 0.2159 0.3110 0.2448 0.2867 0.2579 0.2686 0.2901 0.2584 0.2538 0.4522

=====

Record 5
This record from the OMol25 dataset describes the ion C10H17N5 with charge +2 in a non-equilibrium geometry. The level of theory is wB97M-V/def2-TZVPD.

## Properties
E_HOMO (spin up / spin down): -15.47 / -15.47 eV
Max |F|: 6.06 eV/Å
HOMO-LUMO gap (spin up / spin down): 5.88 / 5.88 eV
Energy: -664.30779 Ha
SMILES string: CC(C)[N+]1=CC(c2ncc[nH]2)=N[C@@]1(C)[NH3+]

```
! RIJCOSX wB97M-V def2-TZVPD def2/J DEFGRID3
* xyz 2 1
C -1.964 2.366 -0.462
C -2.076 0.854 -0.246
C -3.025 0.661 0.998
N -0.855 0.187 0.014
C 0.379 0.842 0.019
C 1.375 -0.212 0.088
C 2.793 0.044 0.013
N 3.292 1.276 0.047
C 4.640 1.144 0.128
C 4.972 -0.264 0.068
N 3.769 -0.908 0.013
N 0.805 -1.408 0.078
C -0.595 -1.292 -0.096
C -1.163 -1.772 -1.505
N -1.361 -1.957 1.108
H -1.832 3.020 0.377
H -0.990 2.486 -1.080
H -2.774 2.627 -0.976
H -2.709 0.572 -1.164
H -3.663 1.652 1.063
H -2.549 0.493 1.862
H -3.670 -0.247 0.992
H 0.591 1.946 -0.009
H 5.129 2.090 0.181
H 6.006 -0.546 0.078
H 3.776 -1.914 0.138
H -1.485 -2.739 -1.352
H -0.355 -1.734 -2.335
H -1.923 -1.138 -1.796
H -2.032 -1.220 1.454
H -0.545 -2.273 1.598
H -1.961 -2.636 0.706
*
```

Calculated atomic charges, method natural (NBO), unit e: -0.5840 -0.1023 -0.6379 -0.2973 0.2400 0.2573 0.1971 -0.3735 -0.0445 0.0370 -0.4669 -0.4856 0.4293 -0.6076 -0.7097 0.2429 0.2035 0.2427 0.2719 0.2937 0.1988 0.2175 0.3196 0.2577 0.2736 0.4615 0.2333 0.2896 0.2334 0.4736 0.4837 0.4517

=====

Record 6
This record from the OMol25 dataset describes a structure of composition C10H17NO3 in a non-equilibrium geometry. The level of theory is wB97M-V/def2-TZVPD.

## Properties
E_HOMO: -9.07 eV
Max |F|: 13.53 eV/Å
HOMO-LUMO gap: 9.57 eV
Energy: -671.23601 Ha

```
! RIJCOSX wB97M-V def2-TZVPD def2/J DEFGRID3
* xyz 0 1
O 3.660 2.192 -0.519
H 4.513 1.820 -1.091
C 2.961 1.223 -0.176
C 3.633 0.154 0.756
H 4.394 -0.504 0.056
O 2.722 -0.838 1.506
C 2.238 -1.979 0.854
C 1.167 -1.537 -0.293
C 0.215 -1.264 -0.988
C -0.869 -0.952 -1.673
N -1.985 -0.019 -0.868
C -2.608 -0.952 0.055
C -3.640 -0.466 0.686
O -3.212 1.031 1.377
C -2.650 1.725 0.215
C -1.525 0.998 -0.184
H -1.007 1.494 -1.052
H -0.710 0.802 0.530
H -2.211 2.766 0.773
H -3.414 2.031 -0.314
H -4.135 -0.857 1.537
H -4.556 -0.009 0.194
H -2.884 -1.858 -0.233
H -1.824 -1.252 1.106
H -0.605 -0.069 -2.721
H -1.278 -1.778 -2.111
H 2.045 -2.794 1.421
H 3.188 -2.092 0.042
H 3.968 0.745 1.682
H 2.017 1.555 0.478
H 2.391 0.682 -1.044
*
```

Calculated atomic charges, method natural (NBO), unit e: -0.6637 0.4617 -0.0588 -0.0973 0.1629 -0.5539 -0.0494 0.0085 -0.1258 -0.2511 -0.3725 -0.2804 -0.1013 -0.5912 -0.0514 -0.2875 0.2002 0.2005 0.1606 0.1877 0.2261 0.1967 0.2249 0.1433 0.1885 0.2251 0.2102 0.1649 0.2201 0.1669 0.1356